92
Properties=species:S:1:pos:R:3:forces:R:3 method="wB97M-V/def2-TZVPD" lumo_energy_ev=-14.808 spin_multiplicity=1 homo_ev=-19.01 total_charge=+5 relative_energy_ev=0.000 orbital_gap_ev=4.2
C 2.51821 -1.64416 3.25944 -0.53 -0.11 -0.68
N 1.47987 -2.65632 2.89963 0.02 0.31 0.12
C 0.85240 -3.29804 3.90768 0.79 1.29 -0.27
C -0.05633 -4.27032 3.65111 -0.06 -1.53 0.17
C -0.29981 -4.68340 2.34429 0.30 0.57 0.26
C 0.28988 -3.90661 1.32024 -0.48 -1.55 -0.28
C 1.18409 -2.91099 1.60667 -0.06 -0.36 1.01
C -1.12309 -5.91235 2.13107 0.31 0.76 -0.32
C -0.93220 -7.05207 2.87265 0.64 -0.39 0.20
C -1.74971 -8.14591 2.65658 0.55 -0.05 1.68
N -2.74397 -8.09453 1.79633 -0.68 -0.51 -0.21
C -2.91213 -7.01684 1.03514 -1.03 -0.14 -0.55
C -2.12539 -5.91811 1.18576 0.18 0.60 -0.71
C -3.70375 -9.22551 1.69967 0.16 -0.76 0.02
H 2.86169 -1.22763 2.32269 0.20 0.15 -0.06
H 3.34873 -2.12517 3.76441 -0.07 0.01 0.25
H 2.01930 -0.86316 3.81938 0.19 0.08 0.33
H 1.13117 -2.95872 4.89855 -0.04 -0.24 0.05
H -0.39918 -4.86525 4.49092 -0.37 0.29 -0.02
H 0.17271 -4.28587 0.30376 -0.03 0.44 0.07
H 1.72538 -2.35797 0.85729 0.10 0.06 0.01
H -0.11232 -7.12096 3.57690 -0.18 -0.16 0.12
H -1.69694 -9.00590 3.31678 0.13 -0.13 -0.33
H -3.75311 -7.08872 0.35997 0.10 0.26 -0.17
H -2.25958 -5.06162 0.54383 -0.32 0.04 -0.01
H -3.25925 -10.04402 1.13064 0.08 0.20 -0.12
H -4.62492 -8.91145 1.22691 -0.02 0.20 -0.03
H -3.91102 -9.61810 2.69224 -0.03 0.25 0.10
C -3.63440 4.51461 -2.21803 -0.24 -0.83 0.41
N -2.32543 4.01187 -2.70022 -0.16 -0.11 0.67
C -1.58096 4.78844 -3.47019 0.31 0.70 -0.05
C -0.32169 4.39058 -3.84121 0.24 -0.25 -0.44
C 0.14753 3.14079 -3.44024 0.89 1.32 -0.81
C -0.64393 2.36242 -2.63332 0.32 -0.56 0.89
C -1.85335 2.83824 -2.22143 -1.11 0.42 -0.16
C 1.53046 2.74960 -3.85966 -0.64 -0.77 0.74
C 2.43251 2.20731 -2.92992 0.90 0.02 -0.12
C 3.64319 1.72943 -3.39134 -0.22 -0.60 -0.78
N 3.93963 1.76466 -4.71908 1.38 -0.06 0.67
C 3.13135 2.36815 -5.56643 -0.12 -0.66 -1.47
C 1.88627 2.79329 -5.18888 -0.33 1.08 0.15
C 5.27174 1.20403 -5.19422 -0.29 0.18 0.68
H -3.94387 5.40099 -2.75200 0.13 0.16 -0.06
H -3.54230 4.67665 -1.14785 -0.05 0.34 0.06
H -4.36491 3.72087 -2.36019 -0.08 0.07 -0.15
H -1.96230 5.78057 -3.67857 -0.09 -0.14 -0.27
H 0.26996 5.06347 -4.44925 0.05 -0.03 0.08
H -0.26368 1.43988 -2.21492 -0.13 -0.10 -0.03
H -2.51694 2.36102 -1.50769 0.16 -0.28 -0.13
H 2.29034 2.21201 -1.85822 -0.34 -0.07 0.01
H 4.38593 1.18102 -2.81999 -0.07 0.53 0.39
H 3.42857 2.34285 -6.60880 0.07 0.29 0.06
H 1.23377 3.26464 -5.91289 0.02 -0.24 -0.14
H 6.09237 1.70978 -4.68445 -0.20 0.18 0.02
H 5.38767 1.34533 -6.26080 -0.21 -0.05 -0.12
H 5.31002 0.14989 -4.92103 -0.09 0.01 -0.23
Cu 0.76591 -2.07983 -1.86191 0.46 1.38 0.89
Cu 3.30494 -1.51655 -2.28498 -0.42 0.79 1.28
O 1.94436 -0.53926 -0.94737 -0.21 -2.07 -2.88
H 1.68680 -0.34447 -0.04483 -0.14 -0.13 0.48
Cl 3.98030 3.27832 0.75376 -0.04 0.24 0.00
C 3.50624 1.61622 1.05119 -0.76 -0.23 -0.80
C 4.46738 0.60399 0.49586 -0.08 -0.81 0.33
Cl 6.05508 0.72774 1.23327 0.09 -0.34 0.22
H 2.52937 1.43243 0.58662 0.08 0.33 -0.07
H 3.31590 1.41500 2.10275 0.45 0.30 0.21
H 4.65628 0.54031 -0.57423 -0.32 0.82 -0.28
H 3.93880 -0.34313 0.68484 0.70 -0.23 0.39
C -3.21874 -0.37056 -0.31244 0.37 1.06 1.10
C -4.36917 0.43109 -0.20555 -0.59 -1.26 0.00
C -4.35914 1.63062 0.47165 1.20 0.70 0.44
C -3.14735 2.08201 1.04416 -0.59 -0.43 -1.00
C -1.99847 1.29237 0.98724 -0.52 0.84 0.19
C -2.06248 0.08185 0.33799 0.03 -1.18 -0.64
C -0.72360 1.77461 1.59230 0.58 -0.80 -0.16
O 0.24493 1.00622 1.65590 -0.24 0.16 -0.21
C -0.66018 3.15388 2.05442 -0.11 0.85 -0.28
C 0.53749 3.68760 2.50965 0.42 0.75 1.14
C 0.60085 4.98225 3.06955 -0.55 -0.90 -0.63
C -0.54251 5.78874 3.03243 0.47 -0.06 -0.37
C -1.73366 5.29800 2.50134 0.38 -0.28 0.26
C -1.79980 3.99063 2.01723 0.42 0.21 0.42
C -3.10811 3.47066 1.57255 2.46 -1.44 0.63
O -4.08103 4.11408 1.67454 -3.06 1.83 -0.16
H -3.23732 -1.35033 -0.76818 -0.17 0.05 -0.13
H -5.32113 0.00130 -0.51946 0.21 0.34 -0.32
H -5.21212 2.29504 0.58404 -0.09 -0.34 -0.09
H -1.16857 -0.53327 0.40149 0.02 -0.09 -0.20
H 1.44954 3.10141 2.54903 -0.25 -0.15 -0.11
H 1.53966 5.26059 3.53159 -0.14 0.43 -0.13
H -0.53039 6.83179 3.32979 0.18 -0.20 0.37
H -2.59834 5.94593 2.57407 -0.17 -0.27 -0.36